This record from OMol25 describes C3H7BrN3 as an isolated structure. The level of theory is wB97M-V/def2-TZVPD.

Geometry (Å):
C: -1.130 -0.260 0.189
C: 2.076 0.855 -0.728
C: 1.074 0.950 0.516
N: -3.097 -1.868 -0.053
N: -1.948 -2.022 0.068
N: 0.103 -0.161 0.528
Br: -2.388 0.937 -0.394
H: 3.024 0.889 -0.255
H: 1.692 -0.029 -1.286
H: 1.897 1.728 -1.338
H: 0.600 1.889 0.598
H: 1.544 0.878 1.485
H: -3.901 -2.590 -0.026
H: 0.454 -1.197 0.697

Results
**Total charge**: +1
**Energy above the lowest of the compared OMol25 structures with the same formula, charge and spin**: 348.8 kJ/mol
**Molecular weight**: 165.0 Da
**Kohn-Sham gap**: 9.1 eV

***

This record from OMol25 describes a 2-piece molecular cluster, C8H16N3S overall. The level of theory is wB97M-V/def2-TZVPD.

Geometry (Å):
C: -1.745 -0.505 -1.357
C: -3.014 -0.124 -1.091
C: -0.895 -0.923 -0.251
C: -3.770 -0.279 0.182
C: -1.530 -0.798 1.076
C: -3.013 -1.225 1.147
C: 4.646 0.189 0.706
C: 1.600 -1.344 -0.394
N: 0.342 -1.253 -0.391
N: 2.436 -0.083 -0.367
N: 3.779 -0.041 -0.452
S: 0.310 3.471 -0.427
H: -1.352 -0.481 -2.371
H: -3.585 0.435 -1.810
H: -4.159 0.741 0.411
H: -4.786 -0.773 -0.193
H: -0.987 -1.565 1.709
H: -1.270 0.184 1.342
H: -3.359 -1.130 2.192
H: -3.078 -2.281 0.882
H: 4.383 1.176 1.228
H: 4.784 -0.556 1.405
H: 5.698 0.453 0.220
H: 2.170 -2.189 -0.542
H: 1.902 0.701 -0.257
H: -0.051 4.643 0.070
H: 4.161 -0.587 -1.144
H: 0.385 4.141 -1.525

Results
**⟨S²⟩**: 2.010
**Total charge**: +1
**Energy above the lowest of the compared OMol25 structures with the same formula, charge and spin**: 64.1 kJ/mol
**Spin multiplicity**: 3
**Molecular weight**: 186.3 Da
**Kohn-Sham gap (spin up / spin down)**: 7.5 / 4.8 eV

***

This record from OMol25 describes C9H24AgN4OS as an isolated structure. The level of theory is wB97M-V/def2-TZVPD.

Geometry (Å):
Ag: 0.706 -0.475 -1.108
N: -0.770 -0.910 -2.837
C: -1.025 -2.329 -2.907
C: -1.721 -2.839 -1.618
C: -0.864 -3.417 -0.517
N: -0.015 -2.422 0.186
H: -1.582 -0.367 -2.641
H: -0.234 -0.495 -3.623
H: -0.028 -2.842 -3.003
H: -1.581 -2.668 -3.807
H: -2.459 -3.611 -1.913
H: -2.327 -2.072 -1.201
H: -0.166 -4.197 -0.905
H: -1.494 -4.030 0.185
H: 0.903 -2.826 0.221
H: -0.412 -2.177 1.079
C: -2.868 0.478 0.353
C: -1.754 1.499 0.542
C: -2.237 2.809 1.206
O: -0.586 1.322 0.219
H: -2.981 -0.079 1.280
H: -2.536 -0.190 -0.478
H: -3.851 0.937 0.230
H: -1.437 3.597 1.348
H: -2.659 2.492 2.180
H: -3.107 3.191 0.634
C: 3.276 3.462 0.958
N: 3.371 2.322 0.094
C: 2.914 1.115 0.450
S: 3.059 -0.236 -0.632
N: 2.323 1.042 1.646
C: 1.817 -0.195 2.252
H: 3.775 4.289 0.474
H: 3.683 3.255 1.937
H: 2.194 3.675 1.033
H: 3.681 2.354 -0.849
H: 2.009 1.905 2.125
H: 2.348 -1.105 1.952
H: 0.728 -0.200 2.094
H: 1.905 -0.063 3.360

Results
**Total charge**: +1
**Energy above the lowest of the compared OMol25 structures with the same formula, charge and spin**: 34.1 kJ/mol
**Molecular weight**: 344.3 Da
**Kohn-Sham gap**: 8.9 eV

***

This record from OMol25 describes one molecule with the formula C4H3N. The level of theory is wB97M-V/def2-TZVPD.

Geometry (Å):
C: 0.182 0.786 -0.683
C: 0.351 -0.412 0.216
C: 1.336 -1.218 0.542
C: -0.719 -0.976 1.004
N: -1.569 -1.437 1.641
H: 1.129 1.018 -1.173
H: -0.137 1.655 -0.100
H: -0.573 0.583 -1.447

Results
**Total charge**: 0
**Energy above the lowest of the compared OMol25 structures with the same formula, charge and spin**: 222.1 kJ/mol
**Molecular weight**: 65.1 Da
**Kohn-Sham gap**: 9.4 eV